# 1
Here is a structure of composition C43H43I2N7OSbTi from the OMol25 dataset. Energies are from ωB97M-V/def2-TZVPD.

Positions of all 98 atoms, in Å:
Ti  -0.94023  0.60318  -0.21691
I  -1.32090  4.04361  -7.24552
C  -1.47109  2.96064  -5.46339
C  -2.70481  2.81441  -4.84681
C  -2.77339  2.09753  -3.66848
I  -4.61471  1.85520  -2.72572
C  -1.64694  1.49650  -3.06637
O  -1.77294  0.80349  -1.97971
C  -0.40651  1.68206  -3.71062
C  0.91709  1.13683  -3.19535
N  1.02827  0.73740  -1.78674
C  1.90522  1.61382  -1.03475
C  1.15148  2.90430  -0.82297
C  1.73889  4.14477  -0.99786
C  0.95044  5.28276  -0.90784
C  -0.40399  5.14421  -0.66637
C  -0.91300  3.86839  -0.48325
N  -0.15396  2.77404  -0.53817
C  -0.33873  2.40557  -4.89457
H  -3.59751  3.25053  -5.27189
H  1.64963  1.93325  -3.37232
H  1.23198  0.30959  -3.83572
H  1.24975  -0.24744  -1.68243
H  2.85336  1.82787  -1.54751
H  2.13057  1.14226  -0.07787
H  2.79437  4.20721  -1.22704
H  1.38739  6.26292  -1.05062
H  -1.06643  5.99613  -0.61587
H  -1.96562  3.71577  -0.28748
H  0.62482  2.53914  -5.37418
C  -3.43036  4.91263  2.33341
C  -4.28558  4.19977  1.50001
C  -3.97726  2.90196  1.12506
C  -2.79756  2.29372  1.56313
C  -1.96472  3.00276  2.42848
C  -2.27509  4.30336  2.80217
N  -2.43195  1.02096  1.08654
C  -3.03922  -0.06455  1.68828
C  -3.85198  0.00959  2.82249
C  -4.38964  -1.13447  3.39628
C  -4.11308  -2.38194  2.85627
C  -3.28983  -2.47822  1.74281
C  -2.74542  -1.34118  1.15526
N  -1.84308  -1.36629  0.06842
N  -1.80141  -2.56764  -0.47058
C  -1.07591  -2.80418  -1.58945
C  -1.16704  -4.14064  -2.06876
C  -0.48987  -4.51486  -3.19439
C  0.28900  -3.56026  -3.86469
C  0.32213  -2.28905  -3.33094
N  -0.32040  -1.89404  -2.23143
H  -3.66910  5.92927  2.62052
H  -5.19420  4.66161  1.13213
H  -4.62574  2.34641  0.45937
H  -1.06497  2.52108  2.78679
H  -1.60772  4.84287  3.46406
H  -4.06447  0.97946  3.25391
H  -5.01524  -1.04528  4.27631
H  -4.52467  -3.27832  3.30324
H  -3.04691  -3.43821  1.31125
H  -1.78289  -4.83173  -1.51026
H  -0.55410  -5.53305  -3.55927
H  0.84704  -3.79578  -4.76034
H  0.93257  -1.53446  -3.82149
C  4.40258  -2.83189  -2.36748
C  4.57115  -2.55830  -0.87861
Sb  2.71223  -2.26757  0.20903
C  2.26282  -4.37642  0.28444
C  0.99097  -4.70979  1.05966
C  3.76680  -2.06594  2.10055
C  3.37942  -3.04960  3.19728
H  5.36296  -3.00121  -2.86243
H  3.91776  -1.99237  -2.87124
H  3.77873  -3.71007  -2.54663
H  5.16345  -1.65335  -0.71940
H  5.10194  -3.37788  -0.38648
H  3.13242  -4.89645  0.69325
H  2.15858  -4.68092  -0.76041
H  1.09236  -4.46628  2.11710
H  0.75390  -5.77509  0.99206
H  0.13054  -4.15608  0.67899
H  3.58512  -1.04373  2.43879
H  4.83229  -2.15191  1.87218
H  2.31173  -3.00551  3.41561
H  3.90645  -2.83028  4.12953
H  3.61690  -4.07758  2.91670
N  2.74487  -0.04227  6.50209
C  2.24826  0.06543  5.46931
C  1.64051  0.20612  4.17562
C  1.84854  1.36064  3.42528
C  1.26158  1.47683  2.17339
C  0.46707  0.47803  1.58714
C  0.29227  -0.66913  2.38857
C  0.84481  -0.81118  3.65077
H  2.45973  2.15906  3.82910
H  1.43556  2.41454  1.64859
H  -0.31131  -1.49219  2.02143
H  0.66319  -1.70486  4.23599

The multiplicity is 3. As for the molar mass: 1097.3 u. The electronic energy comes out at -3808.10508 hartree. The energy above the lowest of the compared OMol25 structures with the same formula, charge and spin comes out at 147.4 kJ/mol. The net charge is -1. Its frontier orbital gap (alpha / beta) is 0.19950 / 0.23884 hartree.

Mulliken atomic charge list, values in e, 6 entries:
1 Ti -0.771
2 I -0.002
3 C -0.497
4 C -0.315
5 C -0.151
6 I -0.027

# 2
Here is a cluster of 8 separate species, C43H43N5O6 in total from the OMol25 dataset. Energies are from ωB97M-V/def2-TZVPD.

Positions of all 97 atoms, in Å:
N  -2.22918  -1.17661  -0.85700
C  -1.54318  -2.15261  -1.31400
C  -0.25018  -1.90261  -1.68900
C  0.38182  -0.65461  -1.57200
C  -0.41118  0.41439  -1.10100
C  -1.74018  0.03339  -0.74300
H  -1.78018  -3.17461  -1.59500
H  0.42582  -2.63761  -1.94000
H  1.37182  -0.45261  -2.08200
H  -0.05818  1.32639  -1.10300
H  -2.18418  0.83739  -0.26200
N  -1.89518  -5.88161  2.25400
C  -1.45518  -5.54361  0.96300
C  -0.20518  -4.95361  0.66100
C  0.72682  -4.81861  1.79700
C  0.28982  -5.01961  3.12300
C  -1.01418  -5.55961  3.27300
H  -2.27718  -5.81761  0.22500
H  0.20582  -4.80661  -0.28400
H  1.70082  -4.51061  1.58500
H  1.09082  -4.59561  3.72100
H  -1.23318  -5.72461  4.38900
N  -1.44918  3.38939  -1.57400
C  -1.37818  3.39539  -2.86800
C  -0.45818  4.10539  -3.63400
C  0.25682  5.12939  -2.98300
C  0.14182  5.18239  -1.55500
C  -0.64018  4.34139  -0.92800
H  -1.86418  2.50839  -3.36700
H  -0.43318  3.95339  -4.66900
H  0.91582  5.78839  -3.50800
H  0.64082  5.93239  -0.99100
H  -0.58818  4.21839  -0.04800
N  -7.28918  4.17039  0.54400
C  -5.95218  4.36139  0.62700
C  -4.96618  3.51239  0.06100
C  -5.52218  2.46439  -0.79800
C  -6.92018  2.32339  -0.89600
C  -7.71518  3.13639  -0.21500
H  -5.78618  5.09639  1.36300
H  -3.90118  3.63839  0.35500
H  -4.65718  1.83339  -1.41600
H  -7.24518  1.74839  -1.52000
H  -8.80618  3.07139  -0.03400
N  4.54082  3.16239  -1.80500
C  3.33482  2.97739  -2.21700
C  2.86782  2.11039  -3.22300
C  3.81982  1.52939  -4.01600
C  5.18682  1.79939  -3.75000
C  5.45882  2.51639  -2.58900
H  2.38482  3.48939  -1.69900
H  1.82182  1.97739  -3.32600
H  3.62182  0.91839  -4.89300
H  5.94082  1.59039  -4.40200
H  6.53782  2.52139  -2.13600
C  0.59082  -0.84861  3.72900
C  -0.28318  -0.75361  5.00800
C  -1.53818  -1.44761  5.06900
C  -1.87618  -2.02961  3.85500
C  -1.17518  -1.94361  2.57700
C  0.11082  -1.25061  2.50800
O  0.88382  -1.24161  1.47400
O  -2.25718  -1.57861  6.20200
H  1.44382  -0.16961  4.06300
H  0.24682  -0.49861  6.01000
H  -2.85718  -2.50561  3.82300
H  -1.63118  -2.35761  1.76000
H  0.27382  -1.54261  0.83600
H  -1.94518  -0.98761  6.81500
C  3.38882  -5.76061  -3.54300
C  3.43182  -4.23761  -3.43000
C  3.08382  -3.62361  -2.15000
C  2.85682  -4.33761  -1.08000
C  2.78782  -5.80761  -1.08500
C  3.00782  -6.45361  -2.35700
O  2.86882  -7.84461  -2.44200
O  3.19582  -2.29261  -2.08000
H  3.74482  -6.29461  -4.55000
H  3.69182  -3.56561  -4.30800
H  2.67482  -4.06661  -0.22500
H  2.38582  -6.29761  -0.38900
H  3.08182  -8.41661  -3.26300
H  3.73982  -2.02061  -1.41100
C  -0.82318  3.46339  2.90100
C  -0.17818  2.36139  2.05800
C  1.16982  2.56339  1.48700
C  1.86482  3.70839  1.78900
C  1.26582  4.79239  2.55800
C  -0.07218  4.61539  3.10000
O  -0.50018  5.48739  4.04600
O  1.71782  1.56639  0.74200
H  -1.90018  3.41739  3.26400
H  -0.86818  1.47539  1.78300
H  2.77782  4.08439  1.50900
H  1.85582  5.65339  2.87900
H  -1.29118  5.07139  4.42100
H  1.23782  0.79339  0.70800

The multiplicity is 1. As for the molar mass: 725.8 u. The electronic energy comes out at -2389.07694 hartree. The energy above the lowest of the compared OMol25 structures with the same formula, charge and spin comes out at 78.5 kJ/mol. The structure (SMILES) is Oc1ccc(O)cc1.Oc1ccc(O)cc1.Oc1ccc(O)cc1.c1ccncc1.c1ccncc1.c1ccncc1.c1ccncc1.c1ccncc1. Its frontier orbital gap is 0.30975 hartree.

Mulliken atomic charge list, values in e, 6 entries:
1 N -0.695
2 C -0.469
3 C -0.313
4 C -0.367
5 C -0.913
6 C -1.495